Record 1
This record from OMol25 describes a structure of composition C16H16F7MoN3O9Sb. The level of theory is ωB97M-V/def2-TZVPD.

Geometry as XYZ:
```
53
Properties=species:S:1:pos:R:3:lowdin_spin:R:1
Mo -1.027 0.510 -0.862 0.874
O 1.284 -0.739 -4.217 0.002
C 0.772 -0.293 -3.120 0.004
O -0.433 -0.212 -2.884 0.062
C 1.748 0.139 -2.075 0.005
C 3.126 0.070 -2.124 0.000
C 3.832 0.458 -0.989 0.001
C 3.156 0.874 0.152 -0.001
C 1.773 0.907 0.116 0.001
N 1.108 0.574 -0.990 0.009
C 0.823 1.264 1.223 0.003
O 1.200 1.734 2.351 0.000
O -0.401 1.165 1.001 0.029
H 0.603 -1.033 -4.854 0.000
H 3.628 -0.287 -3.013 0.000
H 4.913 0.416 -0.988 0.000
H 3.707 1.144 1.043 0.000
H 2.150 1.656 2.530 0.000
C -1.737 4.251 -0.355 -0.002
C -1.634 3.556 -1.691 -0.004
C -0.605 4.122 -2.639 -0.001
O -1.278 2.143 -1.426 -0.049
H -2.097 5.265 -0.522 0.000
H -0.762 4.317 0.132 0.000
H -2.450 3.747 0.297 0.000
H -2.614 3.461 -2.166 -0.001
H 0.375 4.184 -2.164 0.000
H -0.907 5.132 -2.914 0.000
H -0.548 3.535 -3.556 0.000
F 1.113 -5.704 4.720 0.000
C 1.179 -4.562 4.060 0.000
C 0.176 -4.136 3.297 0.000
N 0.259 -2.931 2.597 0.000
C -0.817 -2.480 1.744 0.000
C -0.291 -2.356 0.328 -0.001
O 0.422 -3.113 -0.234 -0.002
O -0.721 -1.211 -0.311 -0.014
C 1.377 -2.150 2.641 0.000
O 1.470 -1.109 1.966 0.000
N 2.387 -2.608 3.416 0.000
C 2.422 -3.799 4.189 0.000
O 3.389 -4.091 4.825 0.000
H -0.733 -4.707 3.178 0.000
H -1.220 -1.523 2.081 0.000
H -1.618 -3.219 1.752 0.000
H 3.235 -2.060 3.447 0.000
F -2.841 0.383 -0.049 0.037
Sb -4.471 -0.096 -1.367 0.002
F -3.917 -1.825 -0.952 0.001
F -5.570 -0.014 0.110 0.002
F -4.478 1.760 -1.561 0.000
F -5.611 -0.502 -2.749 0.001
F -2.846 -0.007 -2.426 0.042
```

- Kohn-Sham gap (alpha / beta): 5.572 / 5.762 eV
- E_tot: -2467.90387 Eh
- E_LUMO (alpha / beta): -0.3272 / -0.3203 hartree
- Highest occupied orbital energy (alpha / beta): -0.5320 / -0.5320 Ha
- Total charge: +2
- <S²>: 0.76
- Spin multiplicity: 2

=====

Record 2
This record from OMol25 describes a structure of composition C32H40IrN4O2S. The level of theory is ωB97M-V/def2-TZVPD.

Geometry as XYZ:
```
80
Properties=species:S:1:pos:R:3:lowdin_spin:R:1
Ir -0.635 0.456 -0.113 0.000
C -1.572 -3.139 -2.701 0.000
C -2.407 -1.890 -2.780 0.000
C -3.130 -1.598 -3.939 0.000
C -3.877 -0.439 -4.054 0.000
C -3.924 0.484 -3.013 0.000
C -3.233 0.236 -1.841 0.000
C -3.393 1.155 -0.658 0.000
C -2.500 -0.965 -1.746 0.000
N -1.782 -1.100 -0.507 0.000
C -1.956 -1.970 0.427 0.000
C -2.848 -3.148 0.353 0.000
C -1.278 -1.570 1.705 0.000
C -1.391 -2.405 2.923 0.000
N -0.697 -0.413 1.663 0.000
C -0.274 0.288 2.856 0.000
C -1.256 1.003 3.557 0.000
C -2.700 1.075 3.136 0.000
C -0.861 1.646 4.728 0.000
C 0.444 1.560 5.184 0.000
C 1.391 0.837 4.469 0.000
C 1.055 0.184 3.290 0.000
C 2.071 -0.669 2.582 0.000
H -0.998 -3.267 -3.620 0.000
H -2.206 -4.023 -2.608 0.000
H -0.876 -3.135 -1.860 0.000
H -3.092 -2.292 -4.769 0.000
H -4.427 -0.245 -4.965 0.000
H -4.523 1.380 -3.111 0.000
H -3.721 2.149 -0.953 0.000
H -2.435 1.366 -0.074 0.000
H -4.072 0.763 0.101 0.000
H -3.419 -3.158 -0.571 0.000
H -3.535 -3.154 1.202 0.000
H -2.258 -4.067 0.417 0.000
H -1.102 -3.432 2.688 0.000
H -2.436 -2.446 3.246 0.000
H -0.784 -2.028 3.741 0.000
H -2.870 0.770 2.104 0.000
H -3.077 2.091 3.246 0.000
H -3.319 0.446 3.778 0.000
H -1.598 2.198 5.299 0.000
H 0.722 2.043 6.111 0.000
H 2.402 0.754 4.848 0.000
H 3.060 -0.509 3.005 0.000
H 2.120 -0.455 1.514 0.000
H 1.837 -1.731 2.703 0.000
C 1.079 3.856 2.041 0.000
S 1.577 2.899 0.622 -0.004
O 0.241 2.372 0.050 0.002
C 2.026 4.259 -0.469 0.042
C 1.056 5.123 -1.022 0.311
C 1.439 6.243 -1.831 0.102
C 2.762 6.494 -2.077 0.031
C 3.727 5.631 -1.530 0.312
C 3.347 4.485 -0.726 0.174
H 0.283 4.544 1.759 0.001
H 1.957 4.392 2.407 0.000
H 0.741 3.145 2.795 0.000
H 0.002 4.945 -0.840 0.012
H 0.664 6.882 -2.235 0.002
H 3.071 7.338 -2.680 -0.002
H 4.783 5.812 -1.704 0.011
H 4.129 3.843 -0.336 0.005
N 0.886 -0.565 -0.784 0.000
C 1.579 -1.394 -1.233 0.000
N 2.328 -2.285 -1.749 0.000
C 3.580 -2.761 -1.084 0.000
C 3.598 -4.281 -1.148 0.000
O 3.455 -4.711 -2.479 0.000
C 2.199 -4.370 -3.014 0.000
C 2.062 -2.859 -3.105 0.000
H 3.596 -2.395 -0.058 0.000
H 4.422 -2.345 -1.638 0.000
H 2.802 -4.700 -0.518 0.000
H 4.557 -4.647 -0.786 0.000
H 1.391 -4.793 -2.400 0.000
H 2.140 -4.800 -4.012 0.000
H 1.069 -2.549 -3.430 0.000
H 2.814 -2.448 -3.779 0.000
```

- Kohn-Sham gap (alpha / beta): 6.374 / 3.786 eV
- E_tot: -2113.82162 Eh
- E_LUMO (alpha / beta): -0.4630 / -0.5581 hartree
- Highest occupied orbital energy (alpha / beta): -0.6972 / -0.6972 Ha
- Total charge: +4
- <S²>: 0.77
- Spin multiplicity: 2

=====

Record 3
This record from OMol25 describes a structure of composition C4H8N2S in a non-equilibrium geometry. The level of theory is ωB97M-V/def2-TZVPD.

Geometry as XYZ:
```
15
Properties=species:S:1:pos:R:3:lowdin_charge:R:1
C 0.212 -1.120 -1.090 -0.128
C -0.287 -0.197 -0.109 -0.497
C -0.057 -0.355 1.338 -0.464
C 0.274 0.698 2.367 -0.356
H -0.377 -1.341 -2.149 0.111
H 1.412 -0.564 -1.319 0.181
H 0.471 -2.155 -0.607 0.100
H -0.523 0.287 -2.711 0.147
H -1.287 1.973 -2.351 0.068
H -0.269 -1.305 1.681 0.059
H 0.097 1.729 2.105 0.067
H 0.257 0.524 3.452 0.062
N -1.007 0.870 -0.501 0.024
N -0.742 1.197 -1.903 -0.083
S 1.824 -0.242 1.798 0.707
```

- Kohn-Sham gap: 9.046 eV
- E_tot: -664.74247 Eh
- E_LUMO: 0.0228 hartree
- Highest occupied orbital energy: -0.3096 Ha
- Total charge: 0

=====

Record 4
This record from OMol25 describes a cluster of 2 separate species, C6H11NO4 in total. The level of theory is ωB97M-V/def2-TZVPD.

Geometry as XYZ:
```
22
Properties=species:S:1:pos:R:3:lowdin_charge:R:1
C 0.563 -0.133 1.315 -0.062
C 1.645 0.249 0.307 -0.335
C 1.173 1.376 -0.615 -0.056
C 1.977 -0.973 -0.544 -0.503
O 1.165 -1.530 -1.235 0.124
O 3.252 -1.431 -0.496 0.114
H -0.315 -0.507 0.781 0.047
H 0.903 -0.913 2.004 0.093
H 0.265 0.740 1.916 0.089
H 2.528 0.578 0.834 0.123
H 1.958 1.679 -1.317 0.088
H 0.881 2.259 -0.026 0.091
H 0.319 1.046 -1.194 0.047
H 3.771 -0.876 0.108 0.111
O -3.521 -1.718 -0.079 0.072
C -3.038 -0.897 0.668 -0.228
C -2.235 0.285 0.263 -0.151
N -1.892 0.668 -0.907 0.009
O -2.343 -0.136 -1.911 0.004
H -3.177 -0.979 1.769 0.118
H -1.882 0.922 1.057 0.097
H -1.995 0.290 -2.697 0.107
```

- Kohn-Sham gap: 9.536 eV
- SMILES string: CC(C)C(=O)O.O=C/C=N\O
- E_tot: -590.85753 Eh
- E_LUMO: -0.0095 hartree
- Highest occupied orbital energy: -0.3599 Ha
- Total charge: 0